Record 1
The following is a quantum chemistry calculation of a 2-piece molecular cluster, C4H6N5O4S overall in a non-equilibrium geometry, from the OMol25 dataset.

```
20
Properties=species:S:1:pos:R:3:forces:R:3
C 0.466192 -0.732283 0.125716 -0.5743 -0.0405 -0.0779
C -1.921530 -0.137886 0.253371 -1.1243 0.4527 -1.5097
C 0.095634 2.293973 -1.436936 -0.3446 0.0882 -0.0390
C 1.698615 -0.188219 0.474374 0.4640 0.2718 0.0587
N -3.777739 0.981557 1.139314 -1.6606 1.3256 0.0209
N -2.196194 -0.362006 -0.962914 0.9136 -0.1858 -0.2223
N -2.838226 0.248135 1.273352 1.3190 -1.3650 1.4894
N 0.430276 -1.661751 -0.874158 0.5114 0.1862 0.3298
N -0.678309 -0.322384 0.791102 0.8755 -0.0992 0.3362
O 1.172369 2.022954 -1.148909 1.8432 -0.4125 0.3588
O -0.986010 2.543030 -1.695489 -1.5244 0.4486 -0.4248
O 1.749660 0.727753 1.423757 -0.0844 -0.3501 -0.3202
O 2.777712 -0.632677 -0.148550 -0.1158 0.1522 0.1856
S -0.769426 -2.666511 -1.249971 -0.1021 -0.0563 0.1204
H -3.932119 1.453019 0.224527 0.5325 -0.3658 -0.4626
H -3.157506 -0.263844 -1.263947 -0.1860 0.2192 0.3311
H 1.294958 -1.707107 -1.415511 -0.2509 0.0435 -0.0826
H -0.559919 0.000347 1.744172 -0.1259 -0.1255 -0.0431
H 2.633739 1.086793 1.602161 -0.1180 -0.0913 -0.0339
H 3.586108 -0.109073 -0.010351 -0.2481 -0.0960 -0.0149
```
Positions in Å, forces in eV/Å.

As for the strongest force on any atom: 0.047 hartree/bohr. The LUMO energy (alpha / beta) is -5.921 / -5.603 eV. As for the HOMO energy (alpha / beta): -0.4515 / -0.4517 Eh. As for the charge: +1.

Record 2
The following is a quantum chemistry calculation of H6O3 as an isolated structure in a non-equilibrium geometry, from the OMol25 dataset.

```
9
Properties=species:S:1:pos:R:3:forces:R:3
O -0.796133 -0.030961 -0.354617 -7.7948 -0.2945 6.8865
H -0.593709 -0.659517 0.338326 -0.8514 -0.0920 0.2412
H -0.853812 0.811932 0.095307 -0.1580 0.1011 -0.0545
O 0.201137 -0.076475 1.559285 1.2295 -0.2972 2.6273
H 0.344855 -0.535059 2.387100 0.1554 0.0129 0.5493
H 0.924228 -0.359396 0.999517 0.7218 0.1494 -0.0942
O 0.296493 0.064101 -1.996031 5.2790 0.7337 -7.5801
H -0.209209 -0.135271 -1.208149 1.1495 -0.4247 -2.2542
H 0.686150 0.920647 -1.820738 0.2690 0.1112 -0.3213
```
Positions in Å, forces in eV/Å.

As for the strongest force on any atom: 0.202 hartree/bohr. The LUMO energy is 0.187 eV. As for the HOMO energy: -0.3395 Eh.

Record 3
The following is a quantum chemistry calculation of an isolated molecule of C6H8 in a non-equilibrium geometry, from the OMol25 dataset.

```
14
Properties=species:S:1:pos:R:3:forces:R:3
C -1.296652 0.444822 0.203231 -0.4209 -0.6471 -0.4723
C -0.206812 0.460520 -0.818055 0.1199 0.3753 -0.3144
C 1.181994 0.781985 -0.386862 -0.0679 0.1212 0.0897
C 1.387434 -0.245712 0.721829 -0.9511 0.0324 0.3939
C 0.478288 -1.262539 0.541013 -0.3450 -0.1582 -0.2420
C -0.587534 -0.934434 -0.427512 -0.6619 0.1791 -0.1181
H -1.401052 0.184183 1.231965 1.1910 0.7883 0.8663
H -2.105883 1.138135 -0.063448 -0.5482 -1.4592 -0.6555
H -0.617401 0.785568 -1.766634 0.1700 0.2739 -0.0305
H 1.252156 1.788681 0.028040 0.0090 0.0272 -0.1553
H 1.901329 0.716312 -1.215503 0.0209 -0.2434 0.3771
H 0.679860 -0.051169 1.622114 2.1051 0.2452 0.9373
H 0.494735 -2.098220 1.244216 -0.5603 0.1622 -0.1276
H -1.160463 -1.708132 -0.914396 -0.0605 0.3032 -0.5486
```
Positions in Å, forces in eV/Å.

As for the strongest force on any atom: 0.045 hartree/bohr. The LUMO energy is 0.611 eV. As for the HOMO energy: -0.2953 Eh.

Record 4
The following is a quantum chemistry calculation of an isolated molecule of C6H4BFO in a non-equilibrium geometry, from the OMol25 dataset.

```
13
Properties=species:S:1:pos:R:3:forces:R:3
B 1.083277 -0.237651 -1.638781 -2.5803 0.5427 0.1497
C -0.263003 -0.313000 -2.288727 3.6008 -0.4569 1.0775
C 0.313358 -1.117075 2.668084 -0.1644 -1.0377 -1.0376
C -1.041739 0.834068 -0.146159 0.3687 -0.4204 2.8423
C -0.260930 0.135534 -1.054998 2.4182 -0.2011 0.5911
C -0.340873 -0.406732 1.919919 1.2816 -0.9363 1.4638
C -1.022185 0.582775 1.189550 -2.2437 1.2255 -1.2453
O 2.402287 -0.145055 -1.528985 1.8310 0.2602 1.5483
F -1.972969 1.285933 1.923754 1.1178 -0.3806 -0.1531
H -0.973995 -0.489221 -2.952324 -2.9468 -0.6841 -3.1320
H 0.829378 -2.025019 3.081392 -0.8403 1.7650 -0.3738
H -1.434876 1.720521 -0.553333 -1.3083 0.9393 0.0195
H 2.682269 0.174923 -0.619393 -0.5342 -0.6155 -1.7505
```
Positions in Å, forces in eV/Å.

As for the strongest force on any atom: 0.085 hartree/bohr. The LUMO energy is 0.097 eV. As for the HOMO energy: -0.3155 Eh.

Record 5
The following is a quantum chemistry calculation of an isolated ion of composition C8H13N4 and charge +1 in a non-equilibrium geometry, from the OMol25 dataset.

```
25
Properties=species:S:1:pos:R:3:forces:R:3
C -2.824950 -1.070975 1.993379 0.6999 -2.0291 -0.0353
C -3.171584 0.269842 1.787242 0.0431 -0.5956 0.3769
C -1.434530 -1.250531 1.875924 -0.4977 1.7318 -1.4245
C -2.012971 0.908307 1.490743 -0.7945 1.6679 0.1037
C 0.588498 0.132660 -0.343120 1.4597 0.8781 5.0712
C 1.739318 -0.062781 -2.229229 1.3897 -2.5197 0.1081
C 0.284423 -0.457856 -2.493813 0.3383 -0.4714 1.4302
C 2.916095 0.817014 -0.022805 -1.6458 -0.2342 2.3766
N -0.977521 0.051452 1.463893 -0.1212 -1.6771 1.3976
N 1.818989 0.364515 -0.838076 -4.2884 -0.1893 0.3171
N -0.255975 -0.514148 -1.105434 0.8128 0.9878 -1.5190
N 0.318940 0.360517 1.124433 -0.5031 -3.4046 -5.4932
H -3.634275 -1.803095 2.141432 1.0564 0.0317 0.1937
H -4.184761 0.596244 1.991440 0.4297 0.5372 -0.3011
H -0.681400 -2.031246 1.748014 -0.8041 -0.0648 0.4059
H -1.837219 1.944475 1.591801 0.2477 1.0279 -0.5488
H 2.392007 -0.954378 -2.309792 -0.4639 0.0183 0.0068
H 2.208783 0.576013 -2.893588 0.3761 1.9191 -1.2732
H -0.331367 0.042699 -3.199256 -0.2987 1.5934 -0.1607
H 0.170314 -1.437384 -2.822332 0.5710 -1.9272 -0.8146
H 3.166614 0.007818 0.726002 0.2082 0.8004 -0.9880
H 3.675953 1.054133 -0.707021 1.3755 0.5973 -0.2610
H 2.521869 1.689112 0.610022 1.1412 -0.8220 -1.1796
H -1.227259 -0.375472 -1.031038 -1.3914 0.0171 0.7718
H 0.772008 1.143066 1.451178 0.6596 2.1270 1.4395
```
Positions in Å, forces in eV/Å.

As for the strongest force on any atom: 0.126 hartree/bohr. The LUMO energy is -2.901 eV. As for the HOMO energy: -0.4363 Eh. As for the charge: +1.

Record 6
The following is a quantum chemistry calculation of C6H10O as an isolated structure, from the OMol25 dataset.

```
17
Properties=species:S:1:pos:R:3:forces:R:3
C 0.043163 -1.956491 0.345914 -0.1248 -0.0518 0.1503
C -0.503241 -0.681475 0.387400 0.0932 -0.0818 -0.2216
C -1.034955 -0.108881 -0.764029 -0.0810 -0.1866 -0.0302
C -0.784938 1.360136 -0.913512 -0.0347 0.0562 0.0010
C 0.597930 0.964095 -0.467947 0.1717 0.3383 0.0378
C 0.398726 0.429561 0.938749 0.2121 -0.2183 -0.2416
O -0.187191 1.392441 1.790090 -0.1102 -0.0592 0.2400
H -0.361438 -2.697234 -0.342917 0.0699 0.1387 0.0708
H 0.575194 -2.360339 1.205199 -0.0772 0.0914 -0.1253
H 1.268371 -1.314170 -0.551893 0.0444 0.1225 -0.0286
H -1.400974 -0.713535 -1.593999 0.0381 0.0831 0.1306
H -1.328948 2.040000 -0.252615 0.0638 -0.1037 -0.0976
H -0.842472 1.693591 -1.951675 0.0173 -0.0558 0.1599
H 1.345479 -0.477496 -0.911687 -0.0335 -0.1361 0.0504
H 1.480087 1.493204 -0.824663 -0.1356 -0.1265 0.0380
H 1.318174 0.019988 1.377162 -0.1553 0.0537 -0.0627
H -0.582968 0.916605 2.530423 0.0420 0.1360 -0.0711
```
Positions in Å, forces in eV/Å.

As for the strongest force on any atom: 0.008 hartree/bohr. The LUMO energy is 0.481 eV. As for the HOMO energy: -0.3079 Eh.

Record 7
The following is a quantum chemistry calculation of a 2-piece molecular cluster, C5H13NO overall in a non-equilibrium geometry, from the OMol25 dataset.

```
20
Properties=species:S:1:pos:R:3:forces:R:3
C -2.823108 -1.415163 0.920594 -0.2873 0.1394 -1.0427
C -1.558419 -1.352482 0.061700 0.2576 -0.6779 0.7798
C -0.280735 -1.372083 0.912912 1.0545 0.3394 -0.6402
C 0.451347 -0.012664 0.977289 -0.1906 -0.2648 0.2033
C 1.827615 0.735924 -0.792211 0.0502 -0.0920 -0.0721
N 0.578975 0.643756 -0.284033 0.3128 0.3723 0.1713
H -3.738523 -1.447005 0.308554 0.1701 0.2224 -0.0128
H -2.885859 -0.538981 1.558508 -0.0578 -0.0951 0.4138
H -2.842308 -2.359553 1.459771 0.1364 0.1265 0.5210
H -1.464075 -0.495970 -0.610694 -0.2756 -0.0378 0.1063
H -1.516403 -2.266515 -0.525288 -0.2573 -0.0490 -0.4324
H 0.445047 -2.024323 0.417769 -0.0194 -0.1084 -0.1747
H -0.340295 -1.793605 1.917845 -0.6423 -0.0043 0.2141
H -0.081623 0.648573 1.697533 -0.1096 -0.0283 -0.0907
H 1.419331 -0.224473 1.464833 0.1651 0.1102 -0.0631
H 2.063321 1.543773 -1.478466 -0.1788 -0.1960 -0.1615
H 2.593368 -0.065504 -0.752133 -0.2233 0.1111 0.3699
H 2.586607 4.452597 -1.863415 0.0110 -0.1194 0.3729
H 2.646891 3.716348 -3.158832 0.1269 -0.3436 0.2346
O 2.918844 3.627350 -2.232235 -0.0427 0.5951 -0.6969
```
Positions in Å, forces in eV/Å.

As for the strongest force on any atom: 0.025 hartree/bohr. The LUMO energy (alpha / beta) is 3.619 / 3.539 eV. As for the HOMO energy (alpha / beta): 0.0246 / -0.0944 Eh. The spin multiplicity is 2. As for the charge: -1. As for the expectation value of S²: 0.753.

Record 8
The following is a quantum chemistry calculation of C25H37N5O5S as an isolated structure in a non-equilibrium geometry, from the OMol25 dataset.

```
73
Properties=species:S:1:pos:R:3:forces:R:3
C -0.008828 3.100404 -2.776824 0.8275 -0.6039 0.5730
C 1.077477 2.232512 -3.366076 -1.7221 -0.7916 -2.1410
H 1.438692 2.615187 -4.252362 -0.5820 1.1459 -3.1478
H 0.901582 1.188108 -3.596390 -1.2922 -0.3998 0.0731
O 2.191728 2.248017 -2.701287 4.2583 4.1249 8.8151
C 3.243883 1.487928 -2.738640 1.0329 1.0504 4.2554
O 3.274996 0.819133 -3.656314 1.6777 -6.5201 -7.4953
N 4.239470 1.373484 -1.740687 -3.8172 5.3068 2.5191
C 5.306422 0.397955 -1.685746 1.2089 4.2985 2.0961
H 4.821667 -0.400855 -2.214765 1.4468 -0.9232 -0.7607
C 5.735028 0.107467 -0.054555 -9.3431 3.1759 -4.3834
H 6.480343 0.720667 0.187722 2.2776 2.9074 1.6120
C 4.232405 0.159404 0.527562 9.5139 7.7906 10.0262
N 3.366265 -0.719887 0.345311 -7.0974 -6.1264 -10.3708
C 2.648895 -1.595490 1.043975 1.2715 4.6437 5.3733
O 2.907781 -1.418882 2.285521 -2.1095 -3.0866 -1.4886
C 1.409006 -2.235223 0.348391 3.7156 -2.9586 6.1285
N 0.258868 -1.524641 0.232373 -2.5699 -0.6386 1.7198
C -0.688196 -1.697716 1.446867 6.6534 5.0197 -0.9470
C -0.264547 -1.186150 2.708688 2.2740 -2.0535 -4.4940
C -1.237313 -1.284952 3.560942 3.9528 2.0134 7.3914
C -2.485597 -1.265294 3.399447 -11.4179 -2.9071 -4.2449
C -2.903747 -1.708605 2.122781 -2.0327 1.2793 -2.2159
C -1.934829 -1.657612 1.103452 -6.2526 -5.9423 -3.2454
H -2.159014 -2.354486 0.067177 0.3008 2.7393 2.5577
H -4.054500 -1.950504 1.806899 3.0466 0.7972 0.9972
C -3.784708 -1.246026 4.255152 10.1145 -8.9098 7.6736
C -4.580201 -0.228800 4.207942 -7.5626 9.2798 -4.6155
H -5.141537 -0.211461 3.122981 0.7129 -0.3075 1.9581
H -5.421018 0.040127 4.886011 0.8493 -0.9948 0.0384
H -4.039185 0.708710 4.033429 0.0919 0.0751 0.4846
C -4.410617 -2.708531 4.499831 -6.0450 8.4997 0.6735
H -5.144117 -2.521886 5.459810 1.6620 -0.8029 -2.4889
H -3.788759 -3.395678 4.679386 4.9566 -5.2430 1.2696
H -4.996808 -2.833513 3.614725 -0.7002 -0.8335 -0.4098
H -3.099720 -1.082947 5.536660 -1.7360 -0.4207 -2.9419
H -0.994368 -1.150473 4.589983 0.6925 0.4396 1.0764
H 0.719391 -0.888045 3.010514 0.5268 -0.3475 -0.2869
S 0.407307 -0.152431 -0.524315 -0.3316 7.1606 0.3143
O 1.466040 -0.298312 -1.544552 -1.8622 -0.6137 0.9081
O 0.528863 1.069326 0.380891 0.7807 -3.4897 -1.2039
C -1.094421 0.300143 -1.161856 -4.3268 -4.4834 -6.3140
C -1.611216 -0.391505 -2.521505 -3.4676 6.6339 8.4953
N -2.967019 0.064339 -2.733032 9.4733 -0.5679 6.3104
N -3.193955 0.703219 -1.613860 -13.4150 1.3380 -7.0427
C -2.476471 0.785697 -0.719197 11.8683 1.3808 7.2662
C -2.508860 1.627990 0.501284 2.4698 1.0755 -0.0331
H -3.202535 2.495739 0.368537 0.9464 -0.6462 0.6063
H -1.338769 1.745994 0.882709 -2.8376 0.9749 -1.7565
H -2.661163 1.019256 1.325009 -1.7804 -1.2161 1.7834
C -3.808249 -0.323172 -3.670791 -6.6963 -0.4116 -3.2860
H -3.401461 0.082928 -4.604155 -0.5077 -0.7539 -0.4557
H -4.098321 -1.487718 -3.727192 0.8232 2.5545 0.1629
H -4.869194 0.329076 -3.476052 2.8759 -1.9987 -0.5699
C -1.124474 -1.229031 -3.389757 8.4821 -5.8446 -1.7892
H -1.116051 -0.784158 -4.271937 -0.5067 1.3234 -4.8007
H 0.072678 -1.392162 -3.286363 -2.3099 0.8146 0.2489
H -1.311790 -2.268814 -3.411785 -1.4712 -1.0743 -0.0275
H 1.887633 -2.635406 -0.456937 0.1493 -1.6034 -2.8615
H 1.189295 -2.965050 1.223149 0.4214 0.1816 -2.0955
H 2.886031 -0.669266 -0.740365 1.8781 -0.0521 3.3045
C 3.731599 1.733015 0.755961 -0.1947 -2.6515 -6.9090
H 4.139823 2.134596 1.569081 1.5032 1.5313 3.3960
C 4.262073 2.545247 -0.643519 -14.0480 -7.5099 -0.8399
H 3.359823 3.245091 -0.859942 2.2122 -0.9090 -0.0539
H 5.081019 2.891198 -0.518344 10.3835 4.6091 1.1514
H 2.634226 1.683342 0.738568 0.4719 0.3557 0.2112
H 4.598623 -0.013482 1.895702 -1.1678 0.1622 -3.5753
H 6.055179 -0.758049 -0.254978 2.5183 -7.2284 -0.2323
H 6.097200 1.190268 -1.933783 0.4447 -2.7458 -1.3113
H 0.303652 4.145171 -2.553812 -0.1817 -0.6008 -0.9161
H -0.261214 2.707886 -1.795928 -0.5196 -0.2318 -0.0217
H -0.772193 2.937585 -3.526820 -0.8621 0.7608 0.3026
```
Positions in Å, forces in eV/Å.

As for the strongest force on any atom: 0.310 hartree/bohr. The LUMO energy is 0.194 eV. As for the HOMO energy: -0.2834 Eh.